1.
The following is a DFT calculation (ωB97M-V/def2-TZVPD) of a 17-piece molecular cluster, C6H43N2O16 overall.

```
! wB97M-V def2-TZVPD RIJCOSX def2/J DEFGRID3
* xyz 1 1
C -0.465 2.565 -0.627
C -0.301 1.090 -1.153
N -0.118 0.086 -0.038
C -0.942 -0.344 0.991
C -0.339 -1.235 1.870
N 0.799 -1.655 1.246
C 0.973 -0.817 0.147
C 1.681 -2.711 1.757
H -1.324 2.638 0.040
H -0.523 3.206 -1.506
H 0.416 2.792 -0.027
H 0.543 1.013 -1.838
H -1.234 0.803 -1.639
H -1.849 0.240 1.003
H -0.533 -1.609 2.865
H 1.856 -0.845 -0.474
H 1.034 -3.587 1.803
H 2.162 -2.304 2.646
H 2.404 -2.936 0.974
O 1.555 3.953 -2.777
H 1.051 4.614 -3.252
H 1.624 4.298 -1.887
O 1.455 -1.644 5.119
H 0.859 -1.068 4.641
H 1.891 -1.069 5.749
O -3.970 0.401 -3.453
H -3.882 0.785 -2.580
H -4.242 -0.502 -3.292
O -3.614 3.298 0.946
H -3.286 3.033 1.805
H -4.510 3.590 1.111
O -1.233 0.142 -4.613
H -1.116 -0.804 -4.523
H -2.132 0.301 -4.326
O 2.077 5.058 -0.266
H 2.268 5.864 -0.745
H 1.575 5.345 0.497
O 2.976 1.655 -3.031
H 2.726 2.575 -3.118
H 2.544 1.218 -3.765
O -4.255 -1.510 -1.023
H -4.897 -1.665 -0.330
H -3.870 -0.660 -0.808
O -2.786 -3.517 3.279
H -3.471 -4.174 3.152
H -3.177 -2.873 3.868
O 3.942 -0.240 2.225
H 3.878 0.547 2.767
H 4.093 0.091 1.339
O -1.592 -5.155 0.575
H -1.664 -5.900 -0.022
H -0.817 -5.345 1.103
O 4.602 -0.043 -1.374
H 4.005 0.619 -1.721
H 4.437 -0.819 -1.910
O 3.484 2.948 0.778
H 2.873 3.520 0.314
H 4.347 3.319 0.593
O 2.665 -2.009 -2.583
H 1.904 -2.499 -2.270
H 2.472 -1.829 -3.504
O -0.580 -5.150 3.116
H -0.048 -4.750 3.803
H -1.349 -4.585 3.048
O -4.332 1.251 -0.586
H -4.921 1.023 0.134
H -3.802 1.971 -0.244
*
```

Highest occupied orbital energy in eV: -12.697
Orbital gap in eV: 10.0
Energy relative to the best compared isomer or geometry (same formula, charge and spin) in kcal per mole: 29.52

2.
The following is a DFT calculation (ωB97M-V/def2-TZVPD) of one molecule with the formula C5H8O.

```
! wB97M-V def2-TZVPD RIJCOSX def2/J DEFGRID3
* xyz 0 1
C 0.365 0.478 -0.989
C 1.150 0.089 0.270
C 0.098 -0.101 1.345
O -0.994 0.781 1.209
C -1.514 -0.346 0.515
C -0.963 -0.290 -0.915
H 0.922 0.265 -1.907
H 0.163 1.552 -0.963
H 1.711 -0.844 0.130
H 1.865 0.865 0.563
H 0.400 -0.184 2.392
H -0.474 -1.147 1.194
H -0.876 -1.319 -1.286
H -1.750 0.189 -1.513
*
```

Highest occupied orbital energy in eV: -8.291
Orbital gap in eV: 9.3
Energy relative to the best compared isomer or geometry (same formula, charge and spin) in kcal per mole: 96.60

3.
The following is a DFT calculation (ωB97M-V/def2-TZVPD) of a 2-piece molecular cluster, C21H23N2O3 overall.

```
! wB97M-V def2-TZVPD RIJCOSX def2/J DEFGRID3
* xyz 1 1
C 4.303 -1.568 2.265
O 3.589 -0.320 2.414
C 2.247 -0.349 2.165
C 1.569 0.894 2.121
C 0.224 0.917 1.839
C -0.533 -0.279 1.677
C -1.981 -0.165 1.555
O -2.678 -1.301 1.662
C -4.064 -1.261 2.106
C 0.170 -1.514 1.720
C 1.515 -1.552 2.032
H 5.355 -1.307 2.274
H 4.067 -2.251 3.098
H 4.025 -2.052 1.313
H 2.148 1.783 2.359
H -0.288 1.885 1.757
H -2.421 0.761 1.978
H -4.416 -2.291 2.149
H -4.146 -0.815 3.109
H -4.696 -0.691 1.400
H -0.365 -2.456 1.549
H 2.030 -2.498 2.210
H -2.490 0.393 0.108
C -3.088 0.659 -0.865
H -2.514 0.224 -1.703
C -4.434 0.035 -0.861
C -5.570 0.778 -0.815
N -5.573 2.131 -0.996
C -6.797 2.877 -1.014
C -7.782 2.623 -0.046
C -8.918 3.432 -0.005
C -9.140 4.372 -1.028
C -8.179 4.571 -2.038
C -6.978 3.862 -1.995
C -4.377 2.769 -1.235
C -3.189 2.133 -1.035
C -2.017 3.029 -0.866
N -0.819 2.394 -0.637
O -2.131 4.250 -0.926
H -4.499 -1.054 -0.879
H -6.558 0.314 -0.706
H -7.630 1.826 0.690
H -9.625 3.311 0.815
H -10.049 4.972 -1.028
H -8.364 5.266 -2.858
H -6.180 4.045 -2.733
H -4.477 3.837 -1.479
H -0.668 1.417 -0.786
H 0.005 2.974 -0.592
*
```

Highest occupied orbital energy in eV: -10.406
Orbital gap in eV: 5.5
Energy relative to the best compared isomer or geometry (same formula, charge and spin) in kcal per mole: 41.84

4.
The following is a DFT calculation (ωB97M-V/def2-TZVPD) of a 2-piece molecular cluster, C7H14O overall.

```
! wB97M-V def2-TZVPD RIJCOSX def2/J DEFGRID3
* xyz 1 2
C -1.093 2.481 0.462
C -0.172 1.573 -0.393
C -0.247 1.509 -1.709
C 0.988 0.906 0.310
C 0.839 -0.556 0.616
C 1.575 -1.567 0.078
C 1.317 -3.007 0.326
H -1.724 2.918 -0.362
H -1.763 2.025 1.104
H -0.555 3.250 0.946
H -0.896 2.113 -2.485
H 0.570 1.108 -2.246
H 1.159 1.587 1.280
H 1.931 1.046 -0.220
H -0.043 -0.984 1.213
H 2.498 -1.319 -0.411
H 2.191 -3.518 0.782
H 1.438 -3.600 -0.638
H 0.400 -3.231 0.935
H -3.177 -0.511 0.603
H -2.424 -0.927 -0.473
O -2.812 -1.299 0.281
*
```

Highest occupied orbital energy (alpha / beta) in eV: -14.089 / -13.940
Orbital gap (alpha / beta) in eV: 9.9 / 5.5
Expectation value of S²: 0.753
Energy relative to the best compared isomer or geometry (same formula, charge and spin) in kcal per mole: 46.32

5.
The following is a DFT calculation (ωB97M-V/def2-TZVPD) of a 2-piece molecular cluster, C19H33BF5IN2O5 overall.

```
! wB97M-V def2-TZVPD RIJCOSX def2/J DEFGRID3
* xyz 0 1
C -2.663 -0.577 4.158
C -1.726 -0.319 3.241
C -1.647 -1.166 1.983
F -2.383 -2.300 2.211
C -2.226 -0.368 0.822
N -1.623 -0.598 -0.274
C -1.907 0.173 -1.526
O -1.366 1.426 -1.431
C -2.231 2.507 -1.060
C -1.561 3.817 -1.448
C -2.211 4.987 -0.702
C -0.612 -1.694 -0.113
C -1.245 -3.062 -0.431
C -2.280 -3.068 -1.567
N -2.388 -4.434 -2.100
C 0.520 -1.493 -1.140
O 1.614 -2.312 -0.814
O 1.787 -3.232 -1.910
C -0.211 -1.456 1.401
C 0.743 -0.233 1.536
O 2.086 -0.587 1.682
C 2.922 -0.044 0.645
C 3.742 1.151 1.066
C 4.468 1.611 -0.205
C 0.399 -2.736 1.970
C 0.812 -2.628 3.414
O 0.715 -1.688 4.118
I 1.661 -4.475 4.159
H -2.446 -0.554 5.220
H -3.675 -0.864 3.886
H -1.064 0.525 3.352
H -3.025 0.358 0.916
H -2.990 0.165 -1.680
H -1.446 -0.342 -2.364
H -2.364 2.504 0.030
H -3.210 2.411 -1.543
H -1.648 3.970 -2.521
H -0.517 3.731 -1.146
H -2.575 4.693 0.286
H -1.500 5.796 -0.551
H -3.063 5.394 -1.248
H -1.727 -3.510 0.435
H -0.461 -3.749 -0.745
H -1.958 -2.397 -2.369
H -3.250 -2.712 -1.212
H -3.358 -4.719 -2.142
H -2.065 -4.446 -3.059
H 0.813 -0.446 -1.242
H 0.151 -1.800 -2.120
H 2.077 -4.025 -1.436
H 0.596 0.436 0.681
H 0.449 0.333 2.413
H 3.588 -0.841 0.310
H 2.327 0.246 -0.222
H 3.101 1.965 1.411
H 4.464 0.875 1.836
H 3.695 1.851 -0.937
H 5.031 0.772 -0.621
H 5.100 2.476 -0.037
H 1.293 -2.996 1.404
H -0.265 -3.596 1.896
B 3.350 4.266 -2.922
F 2.835 2.935 -2.881
F 4.216 4.454 -1.821
F 4.054 4.463 -4.114
F 2.279 5.176 -2.830
*
```

Highest occupied orbital energy in eV: -9.599
Orbital gap in eV: 6.9

6.
The following is a DFT calculation (ωB97M-V/def2-TZVPD) of C31H66F5N2O7PSi2 as an isolated structure.

```
! wB97M-V def2-TZVPD RIJCOSX def2/J DEFGRID3
* xyz 0 1
C 2.159 2.804 4.744
C 1.799 1.404 3.908
C 1.610 1.652 2.296
N 0.261 1.254 1.741
Si -1.042 2.422 2.196
O -1.149 2.695 3.965
O -2.592 2.138 1.433
Si -3.284 0.578 1.821
C -2.571 -0.295 3.378
C -1.265 -1.289 3.056
N -3.104 -0.469 0.370
C -4.050 -1.647 0.362
C -3.516 -2.980 1.154
C -5.174 0.930 2.232
F -5.816 -0.180 2.974
F -5.841 1.105 0.898
C -5.360 2.407 2.995
F -5.212 3.513 1.978
F -4.285 2.543 4.022
F -6.702 2.588 3.597
P -0.344 4.395 1.391
C -1.358 4.841 -0.211
C -1.006 5.689 2.683
H 2.040 3.738 4.032
H 1.333 2.883 5.593
H 3.252 2.824 5.161
H 0.886 0.845 4.423
H 2.759 0.712 4.065
H 2.416 0.958 1.757
H 1.934 2.755 2.077
H 0.267 1.167 0.698
H -0.513 3.421 4.234
H -3.419 -1.047 3.754
H -2.371 0.417 4.302
H -0.895 -1.113 1.936
H -1.569 -2.431 3.108
H -0.354 -1.007 3.739
H -2.114 -0.733 0.169
H -4.168 -1.968 -0.782
H -5.133 -1.424 0.742
H -3.803 -2.958 2.308
H -2.339 -3.119 1.096
H -4.006 -3.965 0.723
H -0.784 4.474 -1.168
H -2.412 4.349 -0.056
H -1.507 6.013 -0.163
H -0.815 6.796 2.349
H -0.475 5.563 3.742
H -2.135 5.412 2.844
C 0.172 0.205 8.819
C 0.061 -1.293 8.694
C 0.596 -1.535 7.300
O 1.563 -0.507 7.041
C 1.451 0.492 8.064
H 0.198 0.559 9.853
H -0.676 0.683 8.314
H 0.711 -1.775 9.433
H -0.955 -1.672 8.833
H -0.196 -1.445 6.549
H 1.066 -2.517 7.196
H 2.326 0.401 8.717
H 1.456 1.487 7.610
C 2.485 -3.790 1.058
C 1.859 -5.077 0.586
C 0.406 -4.877 0.959
O 0.146 -3.469 0.882
C 1.399 -2.781 0.759
H 3.432 -3.556 0.566
H 2.663 -3.839 2.139
H 1.957 -5.160 -0.503
H 2.296 -5.971 1.038
H 0.212 -5.197 1.988
H -0.276 -5.414 0.292
H 1.476 -2.409 -0.269
H 1.419 -1.927 1.441
C 2.026 -3.969 -4.816
C 3.525 -3.987 -4.658
C 3.700 -3.507 -3.234
O 2.541 -3.935 -2.505
C 1.558 -4.398 -3.442
H 1.660 -4.621 -5.613
H 1.688 -2.947 -5.024
H 3.895 -5.015 -4.754
H 4.051 -3.365 -5.386
H 3.740 -2.414 -3.186
H 4.601 -3.910 -2.763
H 1.509 -5.489 -3.363
H 0.579 -3.984 -3.185
C 3.826 -2.977 -10.267
C 5.325 -2.995 -10.110
C 5.500 -2.515 -8.685
O 4.341 -2.943 -7.957
C 3.358 -3.406 -8.894
H 3.460 -3.629 -11.065
H 3.488 -1.955 -10.476
H 5.695 -4.023 -10.205
H 5.851 -2.373 -10.837
H 5.540 -1.422 -8.637
H 6.401 -2.918 -8.214
H 3.309 -4.497 -8.814
H 2.379 -2.992 -8.636
C -3.821 5.707 -4.652
C -3.606 7.172 -4.370
C -2.344 7.152 -3.535
O -1.576 6.021 -3.969
C -2.403 5.203 -4.809
H -4.441 5.515 -5.531
H -4.294 5.228 -3.786
H -3.424 7.707 -5.309
H -4.447 7.650 -3.860
H -2.572 7.013 -2.473
H -1.752 8.064 -3.649
H -2.052 5.322 -5.840
H -2.296 4.154 -4.522
*
```

Highest occupied orbital energy in eV: -7.851
Orbital gap in eV: 8.4